Arrangement i

# C3H2ClNOS2

A single C3H2ClNOS2 molecule (ωB97M-V/def2-TZVPD, OMol25).

Structure (ORCA input):
```
! RIJCOSX wB97M-V def2-TZVPD def2/J DEFGRID3
* xyz 0 1
C 0.795 -0.784 -0.477
C 0.251 0.501 -0.255
C -1.367 -2.031 0.361
N -0.949 0.982 -0.509
O 1.220 1.370 0.185
S -2.160 -0.742 0.715
S -0.040 -2.273 -0.675
Cl -1.250 2.660 -0.187
H 1.709 -0.820 -0.059
H 1.791 1.137 0.902
*
```

---

Arrangement ii

# C3H2ClNOS2

2 unconnected molecules or ions with the total composition C3H2ClNOS2 (ωB97M-V/def2-TZVPD, OMol25).

Structure (ORCA input):
```
! RIJCOSX wB97M-V def2-TZVPD def2/J DEFGRID3
* xyz 0 1
C 0.423 -0.423 0.530
C -0.154 -0.320 -0.669
C 1.108 -2.466 -0.167
N 1.047 -1.645 0.741
O 0.723 -1.671 -2.805
S 0.048 -5.192 0.731
S -0.018 -1.901 -1.579
Cl -1.574 -4.734 -0.325
H 0.476 0.313 1.315
H -0.719 0.504 -1.067
*
```

---

Which of them is the least stable? Correct choice: arrangement ii.

---

Arrangement i

# CHF2O3S

2 unconnected molecules or ions with the total composition CHF2O3S (ωB97M-V/def2-TZVPD, OMol25).

Structure (ORCA input):
```
! RIJCOSX wB97M-V def2-TZVPD def2/J DEFGRID3
* xyz -1 1
C 1.322 -0.686 -0.445
O -1.959 -0.587 1.263
O -1.964 0.885 -0.813
O -1.257 1.724 1.451
F 1.643 -0.037 -1.771
F 2.341 -0.198 0.342
S -1.567 0.628 0.578
H 1.440 -1.728 -0.605
*
```

---

Arrangement ii

# CHF2O3S

2 unconnected molecules or ions with the total composition CHF2O3S (ωB97M-V/def2-TZVPD, OMol25).

Structure (ORCA input):
```
! RIJCOSX wB97M-V def2-TZVPD def2/J DEFGRID3
* xyz -1 1
C 2.527 -0.343 0.163
O -1.838 0.919 0.846
O -2.807 -0.985 -0.209
O -2.317 0.885 -1.537
F 2.132 0.929 0.009
F 1.379 -1.068 -0.211
S -1.940 0.147 -0.349
H 2.865 -0.485 1.288
*
```

---

Which of them is the least stable? Correct choice: arrangement ii.

---

Arrangement i

# C4H2O2

A single C4H2O2 molecule (ωB97M-V/def2-TZVPD, OMol25).

Structure (ORCA input):
```
! RIJCOSX wB97M-V def2-TZVPD def2/J DEFGRID3
* xyz 0 1
C -0.010 -0.016 2.828
C -0.879 -0.801 3.231
C 0.665 0.718 0.646
C -1.245 -0.576 -0.024
O 0.842 0.563 1.916
O -0.138 0.148 -0.192
H 1.383 1.315 0.215
H -1.331 -1.391 -0.723
*
```

---

Arrangement ii

# C4H2O2

2 unconnected molecules or ions with the total composition C4H2O2 (ωB97M-V/def2-TZVPD, OMol25).

Structure (ORCA input):
```
! RIJCOSX wB97M-V def2-TZVPD def2/J DEFGRID3
* xyz 0 1
C -2.866 0.104 0.279
C -4.025 -0.379 0.060
C 0.625 0.650 0.076
C -1.619 0.297 0.202
O 0.910 -0.206 0.854
O -0.713 1.093 -0.101
H 1.287 1.366 -0.482
H -0.608 -1.365 0.440
*
```

---

Which of them is the least stable? Correct choice: arrangement i.

---

Arrangement i

# C4H2O2

A single C4H2O2 molecule (ωB97M-V/def2-TZVPD, OMol25).

Output
SMILES string: C#CC(=O)C=O

Structure (ORCA input):
```
! RIJCOSX wB97M-V def2-TZVPD def2/J DEFGRID3
* xyz 0 1
C -0.903 -0.470 1.375
C -0.008 -0.921 0.695
C 0.791 -0.612 -0.488
O 1.644 -1.218 -1.072
C 0.216 0.788 -0.796
O 0.743 1.810 -0.458
H -1.678 -0.050 1.976
H -0.805 0.739 -1.224
*
```

---

Arrangement ii

# C4H2O2

A molecular structure, C4H2O2 (ωB97M-V/def2-TZVPD, OMol25).

Structure (ORCA input):
```
! RIJCOSX wB97M-V def2-TZVPD def2/J DEFGRID3
* xyz 0 1
O -0.865 -1.339 0.906
C -0.568 -0.584 0.005
C -0.451 1.060 0.458
O -1.134 1.869 0.975
C 0.901 0.751 0.083
C 1.168 -0.347 -0.512
H -1.006 -0.447 -0.987
H 1.955 -0.963 -0.929
*
```

---

Arrangement iii

# C4H2O2

2 unconnected molecules or ions with the total composition C4H2O2 (ωB97M-V/def2-TZVPD, OMol25).

Structure (ORCA input):
```
! RIJCOSX wB97M-V def2-TZVPD def2/J DEFGRID3
* xyz 0 1
O 2.516 -0.462 1.595
C 1.449 -0.122 1.470
C 0.979 -0.966 -1.503
C -0.103 -0.373 -1.207
C -1.168 0.270 -0.681
O -1.219 0.697 0.558
H -0.369 0.462 0.996
H -2.084 0.493 -1.227
*
```

---

Arrangement iv

# C4H2O2

A single C4H2O2 molecule (ωB97M-V/def2-TZVPD, OMol25).

Output
SMILES string: O=CC#CC=O

Structure (ORCA input):
```
! RIJCOSX wB97M-V def2-TZVPD def2/J DEFGRID3
* xyz 0 1
O -2.686 0.138 0.881
C -2.023 -0.347 -0.004
C -0.576 -0.187 -0.068
C 0.617 0.002 -0.119
C 2.033 0.347 -0.161
O 2.926 -0.459 -0.070
H -2.473 -0.930 -0.827
H 2.221 1.429 -0.276
*
```

---

Which of them is the least stable? Correct choice: arrangement ii.

---

Arrangement i

# Cl2HNS

2 unconnected molecules or ions with the total composition Cl2HNS (ωB97M-V/def2-TZVPD, OMol25).

Structure (ORCA input):
```
! RIJCOSX wB97M-V def2-TZVPD def2/J DEFGRID3
* xyz 0 1
N -1.023 0.125 0.247
S 1.824 -0.201 0.406
Cl -1.383 -0.156 -1.395
Cl -1.371 1.674 0.780
H 1.953 -1.442 -0.038
*
```

---

Arrangement ii

# Cl2HNS

A single Cl2HNS molecule (ωB97M-V/def2-TZVPD, OMol25).

Output
SMILES string: SN(Cl)Cl

Structure (ORCA input):
```
! RIJCOSX wB97M-V def2-TZVPD def2/J DEFGRID3
* xyz 0 1
S -0.993 -0.158 0.807
N 0.188 -0.189 -0.430
Cl 1.310 -1.528 -0.190
Cl 1.345 1.302 -0.212
H -1.850 0.573 0.026
*
```

---

Which of them is the least stable? Correct choice: arrangement i.

---

Arrangement i

# Cl2HNS

A molecular structure, Cl2HNS (ωB97M-V/def2-TZVPD, OMol25).

Structure (ORCA input):
```
! RIJCOSX wB97M-V def2-TZVPD def2/J DEFGRID3
* xyz 0 1
N 0.617 -0.080 -0.369
S 0.425 -1.507 0.298
Cl 0.218 0.399 -2.218
Cl 0.418 1.257 0.552
H -1.678 -0.069 1.737
*
```

---

Arrangement ii

# Cl2HNS

A single Cl2HNS molecule (ωB97M-V/def2-TZVPD, OMol25).

Structure (ORCA input):
```
! RIJCOSX wB97M-V def2-TZVPD def2/J DEFGRID3
* xyz 0 1
N -1.515 -0.600 -0.019
S 1.768 0.173 0.457
Cl 1.352 1.852 -0.741
Cl 0.246 -1.086 -0.675
H -1.851 -0.338 0.978
*
```

---

Which of them is the least stable? Correct choice: arrangement i.

---

Arrangement i

# C7H11N3

A single C7H11N3 molecule (ωB97M-V/def2-TZVPD, OMol25).

Structure (ORCA input):
```
! RIJCOSX wB97M-V def2-TZVPD def2/J DEFGRID3
* xyz 0 1
C -1.252 -0.729 -0.046
C 0.086 -0.492 -0.204
C -2.705 -0.234 0.263
C 1.473 0.269 -0.172
C -3.792 -1.162 0.249
C 2.508 -0.468 -0.979
C 2.992 1.832 0.861
N -2.918 1.036 0.342
N -3.064 2.148 0.199
N 1.702 1.241 0.600
H -1.484 -1.799 -0.488
H 0.403 -1.313 -0.817
H -4.063 -1.541 1.303
H -3.643 -2.098 -0.383
H -4.635 -0.761 -0.210
H 2.136 -1.275 -1.541
H 3.245 -0.755 -0.086
H 2.988 0.267 -1.551
H 3.677 1.089 1.400
H 3.469 1.985 -0.125
H 2.876 2.760 1.384
*
```

---

Arrangement ii

# C7H11N3

A single C7H11N3 molecule (ωB97M-V/def2-TZVPD, OMol25).

Output
SMILES string: CCN1C=CN(C)[C@H]2N=C21

Structure (ORCA input):
```
! RIJCOSX wB97M-V def2-TZVPD def2/J DEFGRID3
* xyz 0 1
C 0.083 0.378 2.802
C -0.411 1.498 1.939
N -0.473 0.989 0.510
C 0.841 1.005 -0.127
C 1.110 0.077 -1.034
N 0.143 -0.670 -1.643
C 0.473 -1.799 -2.483
C -1.252 -0.365 -1.365
N -2.096 -0.841 -0.127
C -1.261 0.165 -0.017
H -0.350 0.599 3.796
H -0.350 -0.496 2.322
H 1.140 0.243 2.988
H -1.399 1.856 2.169
H 0.144 2.419 1.775
H 1.587 1.561 0.474
H 2.110 -0.046 -1.492
H 1.319 -1.576 -3.171
H 0.863 -2.661 -1.949
H -0.371 -2.177 -3.147
H -1.851 -0.161 -2.219
*
```

---

Which of them is the least stable? Correct choice: arrangement i.